Record 1
{"formula": "C22H36FN3O10P2", "method": "ωB97M-V/def2-TZVPD", "species": ["C", "C", "H", "H", "C", "C", "C", "H", "C", "F", "H", "O", "C", "H", "P", "C", "H", "C", "N", "H", "P", "H", "C", "C", "C", "O", "C", "C", "H", "C", "H", "H", "H", "H", "C", "H", "C", "H", "H", "H", "O", "H", "O", "H", "H", "C", "C", "O", "H", "N", "H", "H", "H", "C", "N", "H", "C", "H", "H", "H", "H", "O", "H", "O", "H", "H", "O", "H", "H", "O", "O", "H", "H", "C"], "xyz": [[-4.422, -4.657, -3.647], [2.257, 4.532, 5.205], [-3.427, -2.063, -1.538], [1.427, 6.177, 6.956], [-0.896, -4.128, -6.931], [-1.979, 3.868, 8.730], [3.005, -2.844, -9.688], [-0.620, 4.891, 5.998], [0.082, 2.360, 2.306], [-2.399, -1.734, 1.835], [2.241, -6.219, -9.270], [2.213, 4.205, 6.569], [-0.226, 4.609, 7.012], [-1.209, 3.197, 9.221], [-2.104, -3.307, -3.530], [-3.105, -3.006, -1.094], [-0.768, -3.057, -6.763], [1.465, 3.677, 4.229], [5.234, 5.289, 7.296], [2.456, 5.465, 1.273], [0.670, -4.037, -9.112], [-3.953, -5.324, -2.921], [3.151, 6.012, 3.321], [-1.669, -0.652, 2.419], [2.464, -5.803, -8.286], [-3.805, -3.376, -3.654], [2.401, 5.216, 2.369], [3.063, 5.671, 4.795], [0.313, -4.928, -3.300], [-0.651, -0.008, 1.382], [-0.446, 1.881, 0.239], [-0.638, 5.652, 9.005], [-0.187, -4.692, -6.327], [3.146, -2.826, -8.605], [0.062, 1.996, 3.759], [-0.952, -0.429, 0.372], [1.546, 4.049, 2.806], [-2.390, 0.139, 2.786], [2.678, -1.865, -10.040], [-1.864, 1.916, 1.375], [-0.441, -2.987, -3.358], [-3.982, -3.625, -0.888], [-2.215, -3.737, -1.938], [-1.085, -1.031, 3.311], [0.415, -0.310, 1.547], [-1.193, 5.151, 8.165], [1.274, 5.100, 7.242], [1.588, -4.738, -7.927], [3.957, -3.084, -10.163], [0.840, 3.376, 1.811], [3.492, -5.432, -8.278], [2.386, -6.599, -7.545], [-2.611, -2.794, -0.147], [-0.797, 1.561, 1.265], [0.736, 2.620, 4.762], [-0.577, 1.116, 4.056], [0.378, -3.981, -2.763], [-4.378, -5.097, -4.644], [-5.469, -4.519, -3.375], [-1.899, -4.409, -6.614], [1.410, -3.627, -2.808], [0.476, -2.553, -8.870], [0.119, -4.125, -1.713], [-1.869, -4.508, -4.425], [-1.988, 5.801, 7.704], [3.770, 6.854, 2.922], [2.066, -3.838, -10.075], [1.455, 5.034, 8.358], [-2.784, 4.161, 9.460], [3.784, 6.515, 5.674], [-0.768, -4.460, -8.310], [-0.179, 3.485, 7.128], [-2.421, 3.356, 7.834], [4.662, 5.824, 6.453]], "lowdin_charge": [-0.128, -0.114, 0.087, 0.132, -0.147, -0.132, -0.137, 0.112, -0.202, -0.097, 0.082, -0.086, -0.186, 0.080, 0.785, -0.106, 0.087, -0.116, 0.184, 0.113, 0.761, 0.090, 0.027, -0.185, -0.120, -0.321, 0.000, -0.143, 0.087, -0.164, 0.117, 0.101, 0.077, 0.088, -0.030, 0.114, -0.176, 0.117, 0.085, 0.123, -0.298, 0.091, -0.283, 0.115, 0.120, -0.240, -0.162, -0.287, 0.090, 0.140, 0.086, 0.088, 0.064, -0.144, 0.139, 0.109, -0.129, 0.086, 0.093, 0.072, 0.092, -0.249, 0.081, -0.260, 0.099, 0.116, -0.330, 0.135, 0.069, 0.034, -0.295, 0.101, 0.072, -0.274], "multiplicity": 1, "orbital_gap_ev": 6.288, "smiles": "CCCCOc1c(OC#N)ccc2nc(CCCF)cnc12.COP(=O)(OC)OC.COP(=O)(OC)OC", "charge": 0}

=====

Record 2
{"formula": "C22H36IrN7O4Se2", "method": "ωB97M-V/def2-TZVPD", "species": ["C", "H", "H", "H", "N", "Se", "H", "H", "C", "H", "O", "H", "C", "N", "N", "H", "H", "N", "O", "H", "O", "H", "H", "H", "H", "C", "H", "C", "C", "H", "C", "C", "N", "C", "H", "Se", "H", "O", "C", "H", "H", "H", "C", "N", "C", "H", "Ir", "C", "N", "C", "C", "H", "C", "H", "H", "C", "H", "H", "H", "H", "H", "H", "C", "C", "H", "C", "H", "H", "H", "C", "C", "H"], "xyz": [[-1.672, -3.206, -1.532], [-5.625, -1.634, -2.476], [-0.953, -3.273, -0.718], [-4.126, -3.746, -2.939], [-0.338, 2.002, 0.053], [2.902, 0.822, 1.849], [-3.108, -4.636, -0.805], [-4.461, -1.230, -1.236], [-4.268, -3.246, -1.974], [2.403, -3.316, 4.757], [2.275, -0.790, -0.620], [0.305, -2.438, 3.560], [3.454, 1.859, -1.280], [2.216, 1.984, -0.793], [-2.263, 3.248, 0.690], [2.509, -2.349, -3.523], [-4.119, -1.210, -4.255], [-2.139, 5.528, 0.624], [-1.705, -0.835, -1.259], [3.909, 0.886, -1.147], [0.319, 1.364, 3.607], [-0.280, 2.009, 3.996], [-3.629, 0.004, -3.083], [-2.012, 0.101, 0.227], [1.837, 0.598, -3.078], [1.574, 3.151, -0.907], [-3.302, 1.075, 0.894], [-3.704, -1.067, -3.259], [4.082, 2.909, -1.926], [0.974, -1.927, 5.788], [0.988, -1.755, 3.046], [-1.822, -1.794, -2.008], [-2.342, 0.978, 0.609], [2.871, -1.880, -2.607], [5.081, 2.772, -2.314], [-0.077, -1.109, 1.570], [3.633, -1.144, -2.872], [2.842, -2.534, 5.103], [1.886, -1.519, 5.337], [-1.646, 6.366, 0.372], [3.882, 4.953, -2.562], [0.825, 0.707, 5.488], [-4.578, -1.750, -2.191], [-0.352, 4.359, -0.201], [0.470, 0.295, 4.535], [0.949, -1.958, -1.661], [1.210, 0.491, 0.328], [1.723, -1.209, -1.875], [-2.354, -1.660, -3.267], [-3.092, -3.569, -1.029], [2.137, 4.244, -1.536], [3.570, -0.818, 3.536], [0.210, 3.190, -0.311], [-1.373, -3.871, -2.346], [1.820, -2.342, 2.657], [3.414, 4.117, -2.060], [1.574, 5.163, -1.599], [-5.154, -3.709, -1.537], [0.637, -0.585, -3.607], [3.330, -2.644, -1.981], [-0.483, -0.212, 4.717], [-3.058, 5.575, 1.025], [1.090, -0.118, -2.732], [2.777, -0.069, 3.574], [3.079, 0.718, 4.269], [-1.648, 2.088, 0.454], [0.285, 0.416, -2.220], [-2.361, -2.544, -3.755], [-3.254, -3.044, -0.084], [-1.584, 4.340, 0.379], [1.500, -0.730, 4.061], [2.339, -0.838, 6.060]], "lowdin_charge": [-0.101, 0.112, 0.094, 0.117, 0.032, 0.896, 0.115, 0.104, -0.183, 0.094, -0.459, 0.071, -0.128, -0.100, 0.186, 0.088, 0.120, 0.192, -0.020, 0.112, -0.130, 0.098, 0.114, -0.001, 0.076, -0.191, 0.129, -0.159, -0.011, 0.138, -0.520, -0.497, 0.188, -0.042, 0.121, 0.719, 0.080, -0.038, -0.221, 0.116, 0.121, 0.132, -0.172, 0.191, -0.225, 0.109, 0.900, -0.525, 0.069, -0.164, 0.022, 0.077, -0.269, 0.126, 0.077, -0.016, 0.120, 0.112, 0.090, 0.086, 0.134, 0.118, -0.069, -0.448, 0.084, -0.420, 0.045, 0.121, 0.118, -0.423, -0.566, 0.133], "multiplicity": 2, "orbital_gap_ev": [6.201, 5.747], "e_above_lowest_kcal_mol": 19.8, "charge": 1}

=====

Record 3
{"formula": "C22H36N2OSi3Ti", "method": "ωB97M-V/def2-TZVPD", "species": ["Si", "C", "C", "H", "H", "C", "H", "H", "C", "H", "Si", "C", "C", "C", "C", "H", "H", "C", "H", "C", "H", "C", "H", "C", "H", "H", "H", "H", "C", "H", "H", "H", "H", "H", "H", "H", "H", "H", "O", "H", "H", "H", "C", "C", "C", "H", "Ti", "H", "H", "H", "H", "N", "H", "C", "C", "C", "N", "H", "C", "H", "C", "Si", "C", "H", "H"], "xyz": [[0.188, 1.693, 1.679], [-0.152, 0.632, -2.988], [1.355, -3.207, -1.573], [2.564, 2.933, -1.495], [-1.487, 3.390, -0.502], [-4.484, 0.997, 0.165], [2.189, 3.266, 1.605], [1.552, -0.070, 2.979], [3.721, 1.210, 1.143], [-5.997, -1.261, 2.197], [0.218, 1.953, -1.707], [0.667, 0.994, -0.082], [-0.776, -3.386, -0.517], [1.697, 3.033, -2.152], [-3.286, 0.336, -0.049], [4.326, -0.196, -1.540], [0.685, -0.041, -3.174], [0.314, -2.573, -0.913], [-2.192, 2.604, -1.919], [1.210, 3.209, 2.069], [-2.524, 0.762, -0.692], [1.312, -4.581, -1.823], [3.505, -1.781, 1.932], [-5.451, 0.419, 0.976], [-1.107, 3.962, -2.110], [-2.072, 2.824, 1.384], [-1.544, 2.591, 3.038], [0.053, 0.408, 3.791], [0.508, 0.192, 2.821], [2.127, -5.046, -2.362], [-1.013, 0.020, -2.697], [-0.413, 1.098, -3.942], [1.335, 3.308, 3.150], [2.037, 2.836, -3.171], [2.370, -3.020, 1.330], [2.771, -0.713, -2.210], [0.635, 4.077, 1.736], [0.236, -6.421, -1.585], [2.034, -1.092, 0.650], [4.609, 0.572, 1.133], [-2.245, 1.248, 2.158], [-3.875, -2.480, 1.782], [-0.819, -4.761, -0.732], [2.948, -2.138, 1.069], [0.246, -5.358, -1.390], [-6.385, 0.935, 1.150], [0.125, -0.888, 0.245], [-4.664, 1.955, -0.303], [-0.017, -0.757, 2.556], [2.221, -2.653, -1.911], [1.404, 4.084, -2.112], [-1.881, -1.577, 0.198], [4.047, 2.193, 0.798], [-4.053, -1.507, 1.344], [-1.285, 3.060, -1.519], [3.282, 0.093, -1.684], [-1.946, -2.815, 0.006], [3.378, 1.310, 2.171], [-1.594, 2.113, 2.052], [-1.686, -5.324, -0.416], [-3.089, -0.908, 0.538], [2.493, 0.479, -0.045], [-5.235, -0.823, 1.567], [3.624, -2.372, 0.249], [3.285, 0.957, -2.349]], "lowdin_charge": [0.472, -0.159, -0.078, 0.019, 0.015, -0.047, 0.019, 0.041, -0.122, 0.123, 0.472, -0.484, -0.274, -0.159, -0.048, 0.065, 0.028, -0.136, 0.038, -0.133, 0.083, -0.018, 0.108, -0.031, 0.051, 0.032, 0.064, 0.074, -0.152, 0.127, 0.032, 0.056, 0.062, 0.053, 0.107, 0.027, 0.057, 0.128, -0.446, 0.062, 0.029, 0.121, 0.028, -0.016, -0.018, 0.123, 1.081, 0.122, 0.034, 0.093, 0.047, -0.054, 0.060, -0.001, -0.152, -0.111, 0.156, 0.045, -0.151, 0.134, -0.258, 0.449, -0.035, 0.107, 0.041], "multiplicity": 1, "orbital_gap_ev": 6.680, "charge": 2}

=====

Number 1: energy -69628.49899 eV. Number 2: energy -175546.72840 eV. Number 3: energy -75161.24883 eV.